Density functional theory data (the ωB97M-V functional and the def2-TZVPD basis) for a structure of composition C21H56O23S7V at a distorted geometry.

Structure (XYZ):
```
108
Properties=species:S:1:pos:R:3
O -1.346 -0.107 0.230
V 0.137 -0.587 -0.078
O 0.989 -0.732 1.262
O 1.565 4.032 -1.130
S 1.008 3.256 -0.054
O 1.047 1.821 -0.004
O 1.664 3.886 1.292
C 1.433 3.237 2.532
C 2.667 3.562 3.401
C -0.725 3.888 0.134
H 1.463 2.145 2.537
H 0.486 3.536 2.981
H 2.588 4.554 3.851
H 3.554 3.533 2.774
H 2.700 2.876 4.249
H -0.766 4.856 -0.355
H -0.892 3.909 1.207
H -1.444 3.228 -0.347
O -1.184 1.666 2.630
S -1.808 0.643 3.431
O -1.163 -0.622 3.719
O -2.177 1.366 4.856
C -1.908 0.681 6.089
C -0.516 1.052 6.537
C -3.446 0.383 2.756
H -2.064 -0.400 6.115
H -2.651 1.025 6.813
H 0.242 0.583 5.910
H -0.369 0.755 7.578
H -0.353 2.130 6.513
H -4.008 1.314 2.766
H -3.966 -0.330 3.394
H -3.353 -0.053 1.766
O 0.147 1.914 -3.997
S -0.820 1.134 -3.282
O -0.431 0.417 -2.078
O -2.082 2.048 -2.914
C -2.291 3.276 -3.623
C -1.917 4.467 -2.755
C -1.554 -0.088 -4.410
H -3.362 3.331 -3.840
H -1.881 3.341 -4.631
H -2.406 4.476 -1.785
H -2.154 5.393 -3.281
H -0.831 4.434 -2.631
H -1.884 0.506 -5.264
H -2.348 -0.622 -3.900
H -0.795 -0.753 -4.812
O -0.412 -2.399 -1.304
S -0.752 -3.520 -2.149
O -1.214 -3.387 -3.510
O 0.568 -4.444 -2.204
C 1.346 -4.607 -1.013
C 2.393 -5.625 -1.371
C -1.988 -4.549 -1.277
H 0.782 -4.963 -0.145
H 1.882 -3.731 -0.641
H 3.185 -5.805 -0.646
H 2.960 -5.298 -2.250
H 1.990 -6.571 -1.740
H -2.488 -5.122 -2.052
H -2.631 -3.883 -0.710
H -1.393 -5.236 -0.678
O -3.614 -1.476 -2.069
S -4.759 -1.016 -1.349
O -6.086 -1.076 -1.929
O -4.748 -1.722 0.142
C -6.033 -1.849 0.756
C -5.940 -2.625 2.073
C -4.491 0.697 -0.885
H -6.687 -2.396 0.077
H -6.541 -0.907 0.976
H -6.923 -2.636 2.542
H -5.280 -2.114 2.774
H -5.595 -3.646 1.920
H -4.187 1.168 -1.821
H -3.690 0.807 -0.161
H -5.430 1.135 -0.556
O 1.863 -0.867 -1.462
S 2.649 -1.196 -2.629
O 3.028 -2.548 -2.897
O 1.845 -0.642 -3.928
C 2.350 -1.006 -5.207
C 2.618 0.197 -6.088
C 4.057 -0.078 -2.612
H 1.601 -1.615 -5.728
H 3.218 -1.667 -5.169
H 3.498 0.716 -5.692
H 1.860 0.976 -6.054
H 2.778 -0.128 -7.114
H 3.600 0.909 -2.555
H 4.709 -0.145 -3.478
H 4.564 -0.384 -1.698
O 5.296 -1.411 0.253
S 4.949 -0.288 1.062
O 4.090 0.708 0.478
O 4.408 -0.856 2.472
C 4.035 0.077 3.490
C 2.833 -0.398 4.273
C 6.509 0.486 1.607
H 3.807 1.010 2.964
H 4.836 0.280 4.206
H 2.558 0.431 4.928
H 3.029 -1.277 4.888
H 1.960 -0.662 3.674
H 7.098 0.672 0.711
H 7.054 -0.249 2.196
H 6.278 1.391 2.161
```

Values from the calculation:
Total charge ... +1
Energy relative to the best compared isomer or geometry (same formula, charge and spin) ... 62.77 kJ/mol
Gap between HOMO and LUMO ... 9.721 eV

Atomic partial charges in e from the Löwdin method, atoms 1 to 5: number 1, O, carries -0.284; number 2, V, carries 0.952; number 3, O, carries -0.261; number 4, O, carries -0.261; number 5, S, carries 0.663

***

Density functional theory data (the ωB97M-V functional and the def2-TZVPD basis) for a structure of composition C21H57B4CaF12N5O3 at a distorted geometry.

Structure (XYZ):
```
103
Properties=species:S:1:pos:R:3
Ca -1.034 -3.251 3.134
B -0.306 -1.228 0.722
H -0.956 -0.678 1.386
H 0.603 -1.449 1.259
H -0.673 -2.207 0.457
H -0.034 -0.551 -0.073
C -4.758 0.019 -2.339
C -5.869 -0.010 -1.276
N -6.647 1.214 -1.300
C -7.032 1.926 -2.449
C -7.986 2.913 -1.990
N -8.331 2.579 -0.718
C -7.472 1.580 -0.288
C -9.222 3.297 0.161
H -4.043 -0.804 -2.364
H -4.150 0.923 -2.304
H -5.210 0.034 -3.331
H -5.457 -0.163 -0.279
H -6.537 -0.799 -1.621
H -6.588 1.716 -3.410
H -8.367 3.794 -2.485
H -7.395 1.263 0.742
H -10.245 3.011 -0.084
H -9.017 4.367 0.146
H -8.981 3.177 1.217
C -0.981 5.555 3.243
N -1.602 4.830 2.000
C -0.392 4.142 1.399
C -2.656 3.823 2.440
C -2.248 5.926 1.079
C -2.834 5.513 -0.201
O -1.939 5.084 -1.188
H -0.626 4.804 3.949
H -1.832 6.109 3.638
H -0.198 6.201 2.845
H -0.699 3.620 0.492
H 0.085 3.514 2.151
H 0.370 4.848 1.071
H -3.095 3.372 1.549
H -3.445 4.309 3.014
H -2.107 3.164 3.111
H -1.466 6.653 0.865
H -3.046 6.392 1.657
H -3.339 6.415 -0.547
H -3.674 4.865 0.051
H -2.413 5.411 -1.956
C 5.743 3.996 -0.108
N 6.691 3.068 0.600
C 7.547 2.147 -0.331
C 7.653 3.974 1.365
C 5.851 2.198 1.623
C 5.153 0.997 1.100
O 4.122 1.454 0.213
H 6.345 4.683 -0.703
H 5.173 4.531 0.651
H 5.201 3.423 -0.860
H 7.025 1.623 -1.132
H 8.177 1.421 0.183
H 8.295 2.801 -0.779
H 8.254 3.385 2.057
H 7.208 4.713 2.031
H 8.265 4.524 0.650
H 5.124 2.863 2.088
H 6.590 1.961 2.388
H 4.705 0.376 1.875
H 5.775 0.236 0.629
H 3.391 0.890 0.478
C 3.216 -5.866 -5.482
N 2.846 -5.551 -4.012
C 3.812 -4.459 -3.407
C 1.359 -5.120 -3.959
C 3.094 -6.797 -3.144
C 2.710 -8.173 -3.834
O 1.353 -8.213 -3.997
H 2.423 -6.484 -5.901
H 4.118 -6.472 -5.569
H 3.545 -4.981 -6.026
H 4.832 -4.825 -3.523
H 3.558 -4.343 -2.353
H 3.613 -3.511 -3.906
H 0.636 -5.805 -4.402
H 1.397 -4.090 -4.314
H 1.200 -5.296 -2.895
H 2.663 -6.734 -2.145
H 4.175 -6.935 -3.113
H 2.855 -8.956 -3.089
H 3.324 -8.386 -4.709
H 1.061 -8.930 -4.564
B 1.090 -6.287 2.749
F 1.280 -5.501 3.901
F -0.252 -6.632 2.781
F 1.336 -5.537 1.641
F 1.852 -7.378 2.866
B 0.739 -0.430 5.686
F 1.469 -1.510 5.154
F -0.526 -0.618 5.308
F 0.763 -0.457 7.017
F 1.319 0.750 5.227
B -5.084 -3.364 2.876
F -6.301 -3.266 2.329
F -4.281 -4.040 2.014
F -4.411 -2.247 3.161
F -5.226 -4.040 4.039
```

Values from the calculation:
Total charge ... +2
Gap between HOMO and LUMO ... 7.836 eV

Atomic partial charges in e from the Löwdin method, atoms 1 to 5: number 1, Ca, carries 1.689; number 2, B, carries -0.441; number 3, H, carries -0.097; number 4, H, carries -0.099; number 5, H, carries -0.103

***

Density functional theory data (the ωB97M-V functional and the def2-TZVPD basis) for a cluster of 8 separate species, C21H57BF4O22P5 in total at a distorted geometry.

Structure (XYZ):
```
110
Properties=species:S:1:pos:R:3
B -0.744 0.836 0.160
F -0.572 0.013 1.267
F 0.286 1.724 -0.023
F -0.900 0.033 -0.989
F -1.938 1.541 0.375
C -3.235 3.350 5.261
C -3.185 1.825 4.978
O -3.776 0.991 5.667
C -2.493 1.298 3.610
H -3.359 3.511 6.422
H -3.821 3.980 4.593
H -2.303 3.801 5.145
H -2.576 0.070 3.624
H -1.430 1.566 3.637
H -2.898 2.023 2.778
C -3.417 4.135 -0.930
C -3.419 3.499 -2.374
O -3.416 4.278 -3.334
C -3.475 1.980 -2.652
H -3.638 5.231 -0.905
H -2.376 3.922 -0.528
H -4.153 3.490 -0.488
H -2.644 1.497 -2.588
H -3.662 1.721 -3.757
H -4.163 1.593 -2.056
C 5.150 0.104 5.369
O 5.539 0.982 4.347
P 4.470 1.473 3.249
O 3.930 2.712 3.824
O 5.063 1.888 1.811
C 6.457 1.767 1.563
O 3.340 0.288 3.155
C 2.166 0.607 2.536
H 4.323 0.586 5.820
H 5.597 -0.271 6.221
H 4.997 -0.644 4.863
H 7.048 2.649 1.499
H 6.737 1.149 0.508
H 6.870 1.001 2.324
H 2.276 0.739 1.500
H 1.814 1.480 3.057
H 1.589 -0.190 2.813
C 0.258 3.182 -2.786
O 1.162 3.273 -3.830
P 0.586 3.521 -5.348
O -0.759 2.798 -5.349
O 0.253 5.133 -5.315
C 1.065 6.123 -4.701
O 1.510 3.356 -6.642
C 1.267 2.288 -7.537
H 0.982 3.256 -1.752
H -0.427 2.440 -2.506
H -0.364 4.088 -2.682
H 1.958 6.133 -5.316
H 1.243 5.838 -3.720
H 0.626 7.109 -4.918
H 1.489 1.262 -7.093
H 1.979 2.496 -8.396
H 0.147 2.095 -7.988
C 0.432 -1.428 -3.639
O 1.603 -1.360 -4.558
P 2.784 -0.435 -4.306
O 2.482 0.929 -4.731
O 3.158 -0.414 -2.774
C 2.621 0.553 -1.769
O 4.227 -0.904 -4.992
C 5.145 0.142 -5.202
H 1.012 -1.814 -2.631
H -0.190 -2.119 -4.333
H -0.062 -0.298 -3.402
H 2.954 1.408 -2.064
H 2.819 0.357 -0.827
H 1.475 0.866 -1.908
H 5.552 0.867 -4.449
H 4.902 0.659 -6.051
H 6.166 -0.370 -5.668
C -0.114 -2.890 3.387
O 0.545 -3.962 2.843
P -0.122 -4.831 1.669
O -1.528 -4.405 1.441
O 0.527 -4.284 0.402
C 0.548 -3.038 -0.086
O -0.065 -6.456 1.598
C -0.969 -7.313 0.836
H -1.097 -3.229 3.978
H -0.365 -2.237 2.656
H 0.410 -2.436 4.193
H 1.231 -2.937 -0.829
H 0.796 -2.484 0.702
H -0.429 -2.764 -0.391
H -0.615 -8.325 1.047
H -0.632 -7.407 -0.181
H -2.155 -7.110 1.011
C -3.918 -5.972 3.389
O -4.332 -5.439 2.233
P -4.408 -3.812 1.948
O -5.737 -3.435 2.226
O -3.493 -3.277 3.243
C -4.022 -2.398 4.184
O -4.037 -3.239 0.463
C -3.360 -2.026 0.361
H -4.286 -5.565 4.187
H -2.849 -5.958 3.363
H -4.177 -7.013 3.409
H -4.255 -1.326 4.083
H -3.237 -2.037 4.821
H -4.683 -3.022 4.772
H -3.800 -1.010 0.640
H -3.143 -1.671 -0.624
H -2.385 -2.001 0.892
```

Values from the calculation:
Total charge ... -1
Energy relative to the best compared isomer or geometry (same formula, charge and spin) ... 316.07 kJ/mol
Gap between HOMO and LUMO ... 8.744 eV

Atomic partial charges in e from the Löwdin method, atoms 1 to 5: number 1, B, carries -1.364; number 2, F, carries 0.115; number 3, F, carries 0.133; number 4, F, carries 0.088; number 5, F, carries 0.095

***

Density functional theory data (the ωB97M-V functional and the def2-TZVPD basis) for a cluster of 10 separate species, C21H57F3N11O15S in total at a distorted geometry.

Structure (XYZ):
```
108
Properties=species:S:1:pos:R:3
C 10.779 19.981 -27.284
F 10.704 18.709 -26.922
F 12.077 20.305 -27.330
F 10.228 20.170 -28.464
S 9.982 21.110 -25.998
O 10.938 21.484 -24.977
O 9.566 22.278 -26.794
O 8.826 20.327 -25.575
C 11.893 24.744 -24.607
C 12.963 25.682 -25.101
O 13.802 26.161 -24.058
O 11.065 25.415 -23.622
H 12.191 23.890 -23.982
H 11.375 24.180 -25.391
H 12.495 26.604 -25.460
H 13.621 25.405 -25.930
H 14.374 25.447 -23.759
H 10.341 24.811 -23.442
C 7.068 24.651 -26.164
C 7.854 25.166 -24.987
O 8.094 26.580 -25.152
O 5.643 24.757 -26.069
H 7.304 23.598 -26.356
H 7.274 25.102 -27.136
H 8.842 24.739 -24.828
H 7.341 25.104 -24.024
H 7.305 27.123 -25.210
H 5.334 23.947 -25.652
C 10.500 20.964 -31.461
C 9.424 19.859 -31.631
O 10.055 18.608 -31.916
O 11.346 20.943 -32.591
H 10.984 21.026 -30.488
H 10.033 21.959 -31.370
H 8.633 20.088 -32.343
H 8.983 19.700 -30.646
H 10.246 18.494 -32.849
H 10.825 21.132 -33.375
C 7.309 23.233 -30.455
O 7.514 24.034 -31.366
N 6.428 22.180 -30.588
N 8.043 23.158 -29.326
H 6.543 21.238 -30.248
H 5.960 22.158 -31.482
H 8.077 22.282 -28.837
H 8.733 23.883 -29.222
C 6.336 19.896 -27.794
O 5.572 19.894 -28.768
N 7.093 18.807 -27.512
N 6.543 21.042 -27.071
H 7.093 18.064 -28.182
H 7.603 18.747 -26.649
H 6.026 21.789 -27.504
H 7.176 20.943 -26.279
C 12.337 21.768 -21.693
O 13.217 22.028 -20.863
N 11.161 22.422 -21.691
N 12.476 20.883 -22.725
H 10.518 22.091 -22.393
H 10.884 23.215 -21.149
H 13.422 20.548 -22.803
H 11.974 21.084 -23.587
C 11.088 24.857 -28.747
O 11.803 25.638 -29.384
N 10.114 25.229 -27.868
N 11.113 23.538 -28.985
H 9.563 24.553 -27.364
H 9.950 26.183 -27.600
H 11.906 23.254 -29.536
H 10.715 22.990 -28.233
C 6.616 21.046 -23.106
O 5.740 21.348 -22.298
N 7.556 21.929 -23.520
N 6.694 19.829 -23.727
H 8.473 21.610 -23.790
H 7.523 22.741 -22.919
H 7.528 19.693 -24.280
H 5.840 19.307 -23.667
C 10.960 13.756 -24.882
C 11.289 13.895 -26.414
C 10.547 15.154 -26.921
C 10.881 15.387 -28.417
C 12.319 15.834 -28.501
C 13.265 14.887 -27.774
N 12.721 14.232 -26.595
O 13.645 13.494 -25.842
C 14.108 13.948 -28.720
C 14.400 15.842 -27.250
C 10.765 12.630 -27.158
H 9.940 13.396 -24.786
H 11.130 14.753 -24.478
H 11.699 13.085 -24.447
H 9.470 14.980 -26.999
H 10.752 16.068 -26.366
H 10.275 16.189 -28.849
H 10.639 14.524 -29.040
H 12.386 16.877 -28.186
H 12.610 15.947 -29.551
H 13.548 13.183 -29.259
H 14.363 14.678 -29.490
H 14.948 13.553 -28.160
H 13.967 16.532 -26.523
H 15.226 15.294 -26.791
H 14.893 16.425 -28.030
H 10.990 11.782 -26.511
H 11.413 12.462 -28.020
H 9.719 12.768 -27.412
H 13.929 14.137 -25.181
```

Values from the calculation:
Total charge ... -1
Gap between HOMO and LUMO ... 8.545 eV

Atomic partial charges in e from the Löwdin method, atoms 1 to 5: number 1, C, carries -0.657; number 2, F, carries 0.143; number 3, F, carries 0.132; number 4, F, carries 0.150; number 5, S, carries 0.565

***

Question: Which value of total charge does entry 2 give?
Answer: +2